No. 1
6 unconnected molecules or ions with the total composition C18H36O18. Source: the OMol25 dataset; level of theory: wB97M-V/def2-TZVPD.

Positions of all 72 atoms, in Å:
O1 -28.120 14.756 10.019
O2 -12.019 8.204 15.581
O3 -24.159 13.187 14.536
O4 -10.170 7.163 16.199
O5 -18.859 9.793 19.416
O6 -20.732 10.914 19.713
O7 -34.723 10.837 18.457
O8 -29.986 13.381 10.198
O9 -34.119 10.010 16.350
O10 -29.913 15.531 11.102
O11 -10.556 9.318 16.991
O12 -25.352 11.256 14.404
O13 -35.600 9.034 17.726
O14 -18.658 12.021 19.836
O15 -16.834 16.376 12.484
O16 -16.766 17.195 14.609
O17 -15.470 18.046 13.202
O18 -23.292 11.180 13.914
C1 -8.990 7.021 16.950
C2 -34.705 9.898 17.434
C3 -21.433 12.183 19.896
C4 -29.449 14.489 10.387
C5 -27.397 13.757 9.318
C6 -10.859 8.343 16.311
C7 -17.779 16.412 15.098
C8 -31.022 15.336 11.968
C9 -12.849 9.343 15.468
C10 -26.425 11.915 15.149
C11 -16.414 17.163 13.331
C12 -14.809 18.273 11.896
C13 -19.364 11.023 19.661
C14 -24.251 11.977 14.291
C15 -22.015 11.732 13.593
C16 -35.965 8.106 16.751
C17 -17.692 9.455 20.057
C18 -33.668 11.760 18.389
H1 -13.968 17.586 11.804
H2 -36.870 7.531 16.947
H3 -27.878 13.556 8.361
H4 -30.802 14.463 12.583
H5 -26.354 11.881 16.236
H6 -17.366 8.476 19.706
H7 -26.463 12.919 14.725
H8 -16.981 10.254 19.846
H9 -27.387 11.434 14.967
H10 -14.457 19.301 11.817
H11 -33.353 11.787 19.433
H12 -17.434 15.409 15.350
H13 -8.729 5.966 16.872
H14 -36.022 8.579 15.771
H15 -32.847 11.492 17.724
H16 -18.037 16.830 16.071
H17 -20.990 12.938 19.246
H18 -35.124 7.427 16.608
H19 -17.930 9.447 21.120
H20 -18.745 16.376 14.594
H21 -31.038 16.136 12.708
H22 -34.070 12.722 18.072
H23 -26.347 14.018 9.182
H24 -31.999 15.207 11.502
H25 -27.511 12.858 9.924
H26 -21.764 11.337 12.609
H27 -21.304 11.360 14.331
H28 -15.502 18.087 11.075
H29 -21.908 12.816 13.586
H30 -21.459 12.511 20.935
H31 -12.191 10.104 15.047
H32 -13.120 9.670 16.472
H33 -13.647 9.266 14.730
H34 -8.214 7.650 16.514
H35 -9.104 7.451 17.945
H36 -22.475 12.234 19.578

Frontier orbital gap   11.0 eV
DFT total energy   -56101.7892 eV
Maximum force   3.88 eV/Å
ΔE to the lowest compared entry with this formula, charge and spin   71.88 kcal per mole
HOMO   -10.7 eV

These are the Löwdin partial charges, in e, on atoms 1 to 4:
1 O -0.05
2 O -0.03
3 O 0.08
4 O -0.02

***

No. 2
A molecular structure, C18H36O36S9. Source: the OMol25 dataset; level of theory: wB97M-V/def2-TZVPD.

Positions of all 99 atoms, in Å:
S1 5.812 -2.266 1.123
S2 -2.587 3.019 -5.725
S3 -1.535 1.780 4.650
S4 1.694 -4.259 -3.133
S5 1.174 -2.893 3.668
S6 -0.235 -0.306 -1.272
S7 -4.823 0.082 1.389
S8 -0.375 7.236 2.886
S9 3.693 0.955 -6.640
O1 -1.388 -1.127 -1.403
O2 -1.556 6.479 3.639
O3 4.769 0.639 -5.775
O4 -0.743 8.557 2.573
O5 6.494 -2.795 2.242
O6 -2.771 2.261 4.145
O7 2.928 -0.389 -7.023
O8 -5.475 0.440 2.795
O9 -1.091 0.484 4.298
O10 4.539 -1.463 1.612
O11 1.253 -2.957 -3.454
O12 1.391 -3.575 4.883
O13 0.684 -0.242 -2.336
O14 -2.216 3.461 -4.240
O15 4.991 -3.415 0.378
O16 -1.626 3.554 -6.587
O17 6.538 -1.536 0.159
O18 -0.657 1.168 -0.840
O19 0.505 -0.630 0.098
O20 1.849 -1.672 3.471
O21 -5.722 -0.681 0.617
O22 -3.664 -0.829 2.008
O23 1.467 -4.703 -1.799
O24 -3.981 3.131 -5.929
O25 1.259 -5.277 -4.256
O26 -0.451 6.365 1.556
O27 2.509 1.564 -5.779
O28 -0.423 2.874 4.330
O29 1.374 -3.813 2.382
O30 -1.510 1.955 6.225
O31 0.829 6.972 3.585
O32 3.273 -4.406 -3.362
O33 3.902 1.738 -7.792
O34 -0.404 -2.713 3.429
O35 -4.237 1.262 0.874
O36 -2.280 1.451 -5.444
C1 -4.992 -0.307 3.900
C2 0.185 -4.056 1.637
C3 0.163 3.420 5.517
C4 -3.900 -1.232 3.350
C5 -2.748 2.451 -3.394
C6 -0.829 1.211 0.628
C7 -1.265 5.195 1.696
C8 3.598 -5.350 -4.388
C9 -0.933 -3.763 2.604
C10 -0.357 -0.132 1.153
C11 -2.278 5.575 2.764
C12 -0.892 3.207 6.584
C13 3.642 -3.040 0.092
C14 2.335 -6.168 -4.551
C15 2.008 -0.740 -5.962
C16 1.874 0.518 -5.055
C17 -2.116 1.195 -4.061
C18 3.487 -1.632 0.670
H1 -2.638 0.340 -3.640
H2 -2.458 2.549 -2.354
H3 -4.543 0.376 4.623
H4 2.548 -1.549 1.203
H5 -0.497 2.151 1.049
H6 -5.827 -0.782 4.410
H7 0.289 -0.118 2.030
H8 3.887 -4.781 -5.271
H9 -1.180 -0.795 1.413
H10 -3.833 2.357 -3.460
H11 2.317 0.243 -4.102
H12 -3.113 6.173 2.406
H13 -0.477 3.081 7.580
H14 -1.069 1.250 -3.761
H15 -1.870 -3.380 2.200
H16 3.539 -3.017 -0.996
H17 1.058 -1.058 -6.378
H18 -1.640 4.000 6.589
H19 -4.160 -2.298 3.339
H20 1.101 2.893 5.690
H21 -2.555 4.751 3.414
H22 -1.250 -4.602 3.230
H23 0.838 0.807 -4.925
H24 0.174 -5.080 1.272
H25 -3.010 -1.255 3.978
H26 0.376 4.485 5.434
H27 2.516 -1.540 -5.431
H28 0.185 -3.398 0.765
H29 -1.919 1.175 0.588
H30 2.298 -6.959 -3.797
H31 3.537 -0.863 -0.101
H32 -0.652 4.364 2.053
H33 4.427 -5.957 -4.035
H34 2.217 -6.642 -5.520
H35 2.889 -3.765 0.390
H36 -1.662 5.014 0.702

Frontier orbital gap   10.6 eV
DFT total energy   -190468.0901 eV
Maximum force   3.06 eV/Å
ΔE to the lowest compared entry with this formula, charge and spin   16.75 kcal per mole
HOMO   -10.8 eV

These are the Löwdin partial charges, in e, on atoms 1 to 4:
1 S 0.58
2 S 0.60
3 S 0.58
4 S 0.58

***

No. 3
A molecular structure, C18H37AlOP3S. Source: the OMol25 dataset; level of theory: wB97M-V/def2-TZVPD.

Positions of all 61 atoms, in Å:
S1 -2.200 2.054 -1.327
P1 2.791 -1.053 -0.104
P2 0.984 1.972 1.266
P3 -0.629 -1.169 1.825
Al1 -1.270 0.956 0.608
O1 1.557 1.073 -1.592
C1 -2.637 0.853 -2.515
C2 2.595 1.528 2.051
C3 -2.773 -0.520 -2.245
C4 0.477 -1.098 3.294
C5 2.457 -2.296 -1.406
C6 -4.654 0.618 -0.400
C7 -2.852 -1.426 -3.313
C8 -2.445 0.392 -4.881
C9 -2.613 1.302 -3.852
C10 -4.033 1.578 0.337
C11 -2.241 -1.496 2.595
C12 -2.719 -0.951 -4.618
C13 3.756 -2.108 1.041
C14 4.198 -0.222 -0.943
C15 0.382 3.042 2.604
C16 -0.197 -2.803 1.126
C17 1.681 3.305 0.224
C18 0.428 0.864 -1.160
H1 4.514 -2.638 0.454
H2 -0.489 3.611 2.256
H3 0.865 -3.049 1.224
H4 2.515 0.665 2.719
H5 -0.766 -3.594 1.627
H6 4.226 -1.472 1.799
H7 0.887 3.787 -0.354
H8 1.230 3.713 2.831
H9 -2.480 -0.690 3.299
H10 4.464 0.695 -0.405
H11 1.498 -1.428 3.064
H12 3.092 -2.821 1.540
H13 -0.322 0.480 -1.948
H14 -2.732 2.370 -4.027
H15 -2.860 -0.925 -1.221
H16 -2.880 -1.659 -5.431
H17 -3.014 -1.518 1.816
H18 -4.928 0.786 -1.437
H19 5.045 -0.918 -0.946
H20 3.929 0.043 -1.970
H21 3.335 -2.949 -1.472
H22 -4.897 -0.334 0.081
H23 -4.381 2.649 0.211
H24 3.388 1.345 1.314
H25 -3.488 1.210 1.264
H26 2.879 2.404 2.654
H27 -0.437 -2.843 0.060
H28 -2.146 0.710 -5.861
H29 2.130 4.029 0.921
H30 2.290 -1.789 -2.361
H31 0.077 -1.721 4.103
H32 -2.234 -2.455 3.129
H33 2.448 2.922 -0.460
H34 0.549 -0.075 3.674
H35 -3.050 -2.483 -3.098
H36 0.126 2.431 3.478
H37 1.571 -2.882 -1.142

Frontier orbital gap (alpha / beta)   4.7 / 4.4 eV
DFT total energy   -66579.7430 eV
Maximum force   5.54 eV/Å
Net charge   +3
ΔE to the lowest compared entry with this formula, charge and spin   83.42 kcal per mole
HOMO (alpha / beta)   -16.7 / -16.7 eV

These are the natural (NBO) partial charges, in e, on atoms 1 to 4:
1 S 0.16
2 P 0.76
3 P 0.87
4 P 0.89

***

Question: Which of these has the highest maximum force?
Answer: C18H37AlOP3S

***

Question: Which value of DFT total energy does entry 3 give?
Answer: -66579.7430 eV

***

Question: Which of these has the lowest ΔE to the lowest compared entry with this formula, charge and spin?
Answer: C18H36O36S9

***

Question: Which value of ΔE to the lowest compared entry with this formula, charge and spin does entry 3 give?
Answer: 83.42 kcal per mole